The following is a DFT calculation (ωB97M-V with the def2-TZVPD basis set) of a molecular structure, C4H8O3.

* max |F|: 5.5 eV/Å
* E_tot: -382.74250 Ha
* Kohn-Sham gap: 0.33264 hartree

Cartesian coordinates (Å):
1 C 2.69 -0.62 0.67
2 O 2.18 0.14 -0.33
3 C 0.95 0.29 -0.54
4 O 0.34 -0.30 0.40
5 C -0.81 0.85 -0.02
6 C -1.87 -0.08 -0.47
7 O -3.04 0.64 -0.60
8 H 2.23 -1.60 0.54
9 H 3.77 -0.67 0.58
10 H 2.55 -0.27 1.69
11 H -1.08 1.32 0.93
12 H -0.67 1.63 -0.77
13 H -1.58 -0.52 -1.42
14 H -1.94 -0.88 0.28
15 H -3.72 0.06 -0.95

For reference, the Mulliken charges in units of e are:
1. C -0.624
2. O -0.153
3. C -0.152
4. O -0.324
5. C -0.123
6. C -0.413
7. O -0.509
8. H 0.272
9. H 0.244
10. H 0.260
11. H 0.328
12. H 0.297
13. H 0.300
14. H 0.284
15. H 0.314